{
  "formula": "C15H24N4O6S2",
  "method": "ωB97M-V with the def2-TZVPD basis set",
  "orbital_gap_ev": 8.6,
  "max_force_ev_per_a": 1.40,
  "homo_ev": -8.4,
  "multiplicity": 1,
  "total_energy_ev": -55859.9870,
  "species": ["C", "C", "O", "C", "C", "O", "N", "C", "C", "O", "O", "C", "S", "C", "C", "N", "C", "C", "N", "S", "N", "O", "O", "C", "C", "C", "C", "H", "H", "H", "H", "H", "H", "H", "H", "H", "H", "H", "H", "H", "H", "H", "H", "H", "H", "H", "H", "H", "H", "H", "H"],
  "xyz": [[0.0539, 5.1266, -1.4584], [0.7181, 3.9845, -2.2283], [2.1167, 4.1360, -2.2557], [0.3884, 2.6062, -1.6322], [0.6038, 2.4676, -0.1268], [1.5045, 2.7078, 0.6213], [-0.7125, 2.0581, 0.0721], [-1.2323, 0.8769, 0.5874], [-0.9262, 0.4930, 1.9753], [-1.0003, -0.6433, 2.3963], [-0.5108, 1.5177, 2.6898], [-1.8251, 0.1585, -0.3903], [-2.8160, -1.2602, -0.1145], [-1.7442, -2.7199, -0.5305], [-2.0948, -3.8367, 0.4805], [-1.0433, -3.8328, 1.4776], [0.1573, -3.5855, 0.6904], [1.3953, -3.2731, 1.5386], [1.2644, -2.2414, 2.5408], [1.7796, -0.7235, 2.2170], [3.4086, -1.0342, 2.0581], [1.3731, -0.1952, 0.9477], [1.5460, 0.0460, 3.4046], [-0.2434, -2.5041, -0.3399], [-1.6817, 0.8288, -1.7493], [-0.8391, -0.0170, -2.7025], [-1.0698, 2.1848, -1.3500], [0.4303, 6.0741, -1.8364], [-1.0248, 5.1105, -1.5826], [0.2892, 5.0551, -0.3985], [0.4051, 4.0148, -3.2793], [2.4397, 4.0727, -1.3467], [0.9611, 1.8510, -2.1709], [0.0184, 1.2027, 3.4502], [-2.0063, -3.0003, -1.5508], [-3.0729, -3.6935, 0.9368], [-2.0805, -4.8064, -0.0285], [-1.1993, -3.0351, 2.0923], [0.3733, -4.5198, 0.1521], [1.6879, -4.1904, 2.0607], [2.2147, -2.9598, 0.8898], [0.3886, -2.2328, 3.0402], [3.8458, -1.1093, 2.9624], [3.8482, -0.3142, 1.5069], [-0.0244, -1.5192, 0.0692], [0.3037, -2.6192, -1.2748], [-2.6679, 0.9781, -2.1977], [-1.3632, -0.9405, -2.9342], [0.1176, -0.2657, -2.2500], [-0.6694, 0.5249, -3.6302], [-1.7850, 2.9968, -1.4992]]
}

***

{
  "formula": "C3H13N5",
  "method": "ωB97M-V with the def2-TZVPD basis set",
  "orbital_gap_ev": 9.6,
  "max_force_ev_per_a": 0.40,
  "de_lowest_kj_mol": 0.0,
  "homo_ev": -8.8,
  "multiplicity": 1,
  "total_energy_ev": -10772.7620,
  "species": ["N", "C", "N", "N", "H", "H", "H", "H", "H", "N", "C", "C", "N", "H", "H", "H", "H", "H", "H", "H", "H"],
  "xyz": [[-0.8665, 2.6215, 2.3900], [-0.9275, 1.7726, 1.4431], [-1.3091, 0.4356, 1.5441], [-0.4886, 2.1168, 0.1775], [-1.1489, 2.2069, 3.2703], [-1.9072, 0.2500, 2.3377], [-1.6928, 0.0504, 0.6933], [-0.8885, 1.6055, -0.5944], [-0.4259, 3.1137, 0.0517], [-0.9487, -0.8285, -1.5103], [0.4837, -1.1490, -1.6312], [1.1822, -0.9873, -0.2944], [2.5887, -1.3708, -0.4164], [-1.4439, -1.6250, -1.1258], [-1.3535, -0.6801, -2.4254], [0.9374, -0.4692, -2.3518], [0.6553, -2.1591, -2.0156], [1.1191, 0.0560, 0.0117], [0.6378, -1.5526, 0.4705], [3.1146, -1.0273, 0.3750], [2.6825, -2.3803, -0.3996]]
}

***

{
  "formula": "C3H2ClN2P",
  "method": "ωB97M-V with the def2-TZVPD basis set",
  "orbital_gap_ev": [6.9, 6.9],
  "max_force_ev_per_a": 6.83,
  "de_lowest_kj_mol": 259.8,
  "homo_ev": [-8.8, -8.9],
  "multiplicity": 1,
  "total_energy_ev": -27930.2742,
  "species": ["C", "C", "C", "N", "N", "P", "Cl", "H", "H"],
  "xyz": [[-1.0609, 0.2470, 0.2809], [-0.1203, 0.4035, -0.7684], [-0.2435, -0.6140, 1.1142], [1.1212, -0.0496, -0.6145], [0.9331, -0.6384, 0.6335], [2.4201, 0.3081, -1.7762], [-0.8160, -1.2771, 2.5378], [-2.0192, 0.5464, 0.1429], [-0.2145, 1.0741, -1.5503]]
}

***

{
  "formula": "C34H38BrF3FeN2O2Sb",
  "method": "ωB97M-V with the def2-TZVPD basis set",
  "orbital_gap_ev": [9.1, 5.8],
  "max_force_ev_per_a": 0.59,
  "total_charge": 2,
  "s2": 8.7811,
  "de_lowest_kj_mol": 0.0,
  "homo_ev": [-13.8, -14.0],
  "multiplicity": 6,
  "total_energy_ev": -162056.4984,
  "species": ["Fe", "C", "C", "C", "C", "C", "C", "C", "Br", "C", "O", "C", "C", "C", "C", "C", "C", "H", "H", "H", "H", "H", "H", "H", "H", "H", "H", "H", "H", "H", "H", "H", "H", "H", "H", "H", "H", "C", "N", "C", "N", "O", "H", "H", "H", "H", "H", "H", "F", "C", "C", "C", "C", "C", "C", "Sb", "C", "C", "C", "C", "F", "C", "C", "C", "C", "C", "C", "F", "C", "C", "H", "H", "H", "H", "H", "H", "H", "H", "H", "H", "H", "H"],
  "xyz": [[-0.0753, 0.1357, 0.1569], [2.3333, -6.0481, -3.0874], [2.6771, -4.8018, -3.9255], [1.7675, -4.7400, -5.1664], [4.1322, -4.8987, -4.3808], [2.4175, -3.5773, -3.0765], [1.0846, -3.3501, -2.5954], [0.8466, -2.2664, -1.8339], [-0.8943, -1.9566, -1.1305], [1.8674, -1.3053, -1.4719], [1.5805, -0.3000, -0.7542], [3.2217, -1.5464, -1.9436], [3.4167, -2.6724, -2.7216], [4.4322, -0.6748, -1.6111], [5.0559, -0.2009, -2.9378], [5.4371, -1.5605, -0.8487], [4.1613, 0.5642, -0.7519], [2.4977, -6.9388, -3.6940], [1.2910, -6.0609, -2.7652], [2.9713, -6.1192, -2.2050], [1.9533, -5.6182, -5.7849], [1.9760, -3.8546, -5.7685], [0.7075, -4.7427, -4.9099], [4.2528, -5.7955, -4.9873], [4.8218, -4.9828, -3.5389], [4.4277, -4.0472, -4.9964], [0.2956, -4.0453, -2.8440], [4.4155, -2.8708, -3.0781], [5.3935, -1.0291, -3.5600], [5.9241, 0.4201, -2.7170], [4.3518, 0.3989, -3.5168], [5.7816, -2.4071, -1.4420], [5.0030, -1.9431, 0.0776], [6.3112, -0.9627, -0.5889], [3.4658, 1.2575, -1.2214], [5.1119, 1.0829, -0.6267], [3.7886, 0.3089, 0.2396], [-4.7628, 2.6581, -1.0003], [-3.3401, 2.3446, -0.9430], [-2.7918, 1.4575, -0.1277], [-3.5504, 0.7703, 0.7308], [-1.5277, 1.2744, -0.1675], [-4.9057, 3.4520, -1.7261], [-5.1183, 3.0190, -0.0346], [-5.3448, 1.7926, -1.3183], [-2.7002, 2.8001, -1.5732], [-4.5459, 0.9036, 0.7861], [-3.1133, 0.1659, 1.4116], [0.7440, 1.6622, 8.5171], [0.5970, 1.2374, 7.2642], [0.3302, -0.1047, 7.0493], [0.1750, -0.5466, 5.7472], [0.2915, 0.3568, 4.6887], [0.5618, 1.7006, 4.9324], [0.7161, 2.1514, 6.2348], [0.0303, -0.4056, 2.7741], [-1.8341, -1.3790, 3.0173], [-2.1373, -2.6453, 2.5188], [-3.4130, -3.1764, 2.6483], [-4.3826, -2.4181, 3.2779], [-5.6107, -2.9210, 3.4046], [-4.1218, -1.1605, 3.7911], [-2.8389, -0.6483, 3.6585], [1.4825, -1.9396, 2.6490], [1.4087, -2.9394, 1.6790], [2.4448, -3.8432, 1.5005], [3.5629, -3.7241, 2.3055], [4.5696, -4.5848, 2.1327], [3.6746, -2.7496, 3.2779], [2.6255, -1.8564, 3.4440], [0.2473, -0.7760, 7.8928], [-0.0382, -1.5942, 5.5685], [0.6585, 2.4079, 4.1182], [0.9268, 3.1877, 6.4590], [-1.3773, -3.2548, 2.0464], [-3.6603, -4.1652, 2.2868], [-4.9051, -0.6162, 4.3011], [-2.6260, 0.3261, 4.0870], [0.5389, -3.0343, 1.0389], [2.3959, -4.6357, 0.7655], [4.5657, -2.7010, 3.8888], [2.7116, -1.0936, 4.2089]]
}

***

{
  "formula": "CH6N3O4",
  "method": "ωB97M-V with the def2-TZVPD basis set",
  "orbital_gap_ev": 6.9,
  "max_force_ev_per_a": 3.44,
  "total_charge": 1,
  "de_lowest_kj_mol": 270.5,
  "homo_ev": -13.1,
  "multiplicity": 1,
  "total_energy_ev": -13778.4567,
  "species": ["C", "N", "N", "N", "O", "O", "O", "O", "H", "H", "H", "H", "H", "H"],
  "xyz": [[-0.4675, -0.6766, 0.0096], [-1.1585, 0.4235, 0.1103], [2.1105, 0.0036, -0.1748], [-1.0750, -1.7870, -0.3585], [-0.5447, 1.6253, 0.3465], [-2.5080, 0.7160, -0.2245], [2.8695, -0.6298, 0.5905], [2.1919, 1.2808, -0.0714], [-2.0724, -2.1052, -0.2702], [-0.6202, -2.7082, -0.3319], [-0.8313, 2.2913, -0.3057], [-2.9640, 0.0278, 0.3397], [3.6405, -0.1128, 1.0081], [1.4293, 1.6514, -0.6680]]
}